[1]
This record from OMol25 describes an isolated molecule of C21H29N5O3 in a non-equilibrium geometry. The level of theory is ωB97M-V with the def2-TZVPD basis set.

Structure (ORCA input):
```
! RIJCOSX wB97M-V def2-TZVPD def2/J DEFGRID3
* xyz 0 1
C 1.4564 1.3254 2.7678
C 1.2235 1.9676 1.4454
N 0.2092 2.7263 1.2671
N -0.0087 3.3406 0.0833
C -1.1917 4.1709 0.0265
C -2.4851 3.3530 -0.1413
O -3.3534 3.6690 -0.9208
N -2.5571 2.2981 0.6945
C -3.5544 1.2637 0.5353
C -3.0526 0.1234 -0.3557
C -1.9615 -0.7225 0.3177
N -1.2120 -1.4725 -0.6776
C -1.4730 -2.9050 -0.7461
C -2.9615 -3.2162 -0.8664
C -0.8204 -3.6646 0.4199
C 0.6860 -3.4174 0.4053
C 0.9700 -1.9174 0.4254
C 0.2138 -1.1758 -0.6946
C 0.8270 -1.4315 -2.0721
C 0.7975 3.2046 -1.0374
O 0.5575 3.7947 -2.0703
C 1.9233 2.3132 -0.8285
C 2.9101 1.9066 -1.7065
C 3.7287 1.0463 -0.9608
O 4.8291 0.2853 -1.0979
C 5.0296 -0.2905 0.1123
C 4.0946 0.0685 1.0395
C 3.2306 0.9488 0.3460
N 2.1166 1.7272 0.4286
H 0.6578 1.6000 3.4497
H 2.4093 1.6581 3.1769
H 1.4927 0.2424 2.6599
H -1.0918 4.8316 -0.8368
H -1.2590 4.7567 0.9468
H -1.7575 2.1082 1.2831
H -4.4214 1.7360 0.0683
H -3.8354 0.8877 1.5228
H -2.6428 0.5503 -1.2721
H -3.8949 -0.5093 -0.6307
H -1.2825 -0.0514 0.8546
H -2.4175 -1.3763 1.0692
H -1.0003 -3.2469 -1.6736
H -3.3950 -2.6332 -1.6737
H -3.4982 -3.0002 0.0535
H -3.0914 -4.2721 -1.0922
H -1.0284 -4.7319 0.3286
H -1.2418 -3.3206 1.3679
H 1.1176 -3.8643 -0.4922
H 1.1577 -3.8932 1.2690
H 0.6400 -1.5180 1.3896
H 2.0418 -1.7334 0.3304
H 0.3031 -0.0966 -0.5199
H 0.1933 -0.9886 -2.8351
H 0.9396 -2.4899 -2.2839
H 1.8092 -0.9673 -2.1231
H 2.9958 2.2049 -2.7300
H 5.8758 -0.9432 0.1974
H 4.0519 -0.2595 2.0572
*
```

Calculated values
ΔE to the lowest compared entry with this formula, charge and spin = 3.1669 eV
HOMO-LUMO gap = 0.3120 Ha
structure (SMILES) = Cc1nn(CC(=O)NCCCN2[C@H](C)CCC[C@H]2C)c(=O)c2cc3occc3n12

Formally, the natural (NBO) partial charges of the atoms, in units of the elementary charge, are as follows: C -0.6540; C 0.4122; N -0.2944; N -0.2561; C -0.3197; C 0.6682; O -0.6090; N -0.6337; C -0.2295; C -0.4119; C -0.2090; N -0.4788; C -0.0311; C -0.6126; C -0.4242; C -0.3886; C -0.4295; C -0.0245; C -0.6204; C 0.6222; O -0.5920; C 0.0283; C -0.2627; C 0.2690; O -0.3989; C 0.1178; C -0.3263; C 0.0436; N -0.3383; H 0.2495; H 0.2312; H 0.2300; H 0.2691; H 0.2261; H 0.4108; H 0.2353; H 0.1893; H 0.2184; H 0.2060; H 0.1801; H 0.1823; H 0.1936; H 0.2190; H 0.1991; H 0.2137; H 0.2088; H 0.1917; H 0.1947; H 0.2050; H 0.1869; H 0.2140; H 0.1905; H 0.2254; H 0.1983; H 0.2117; H 0.2553; H 0.2106; H 0.2379

***

[2]
This record from OMol25 describes a structure of composition C21H30BN3O2ReSe5 in a non-equilibrium geometry. The level of theory is ωB97M-V with the def2-TZVPD basis set.

Structure (ORCA input):
```
! RIJCOSX wB97M-V def2-TZVPD def2/J DEFGRID3
* xyz 0 2
Re -0.0604 -0.3576 0.0148
C 0.9090 1.9459 1.5407
C 1.4673 1.7607 0.2734
C 1.9924 0.4224 0.1893
C 1.7392 -0.2178 1.4469
C 1.0311 0.7056 2.2582
C 0.6236 0.4983 3.6943
C 2.3819 -1.4903 1.9716
C 3.1636 0.0869 -0.6969
C 1.6660 2.8238 -0.7645
C 0.3436 3.1951 2.1609
H 0.9730 1.3398 4.2982
H 1.0320 -0.4259 4.1019
H -0.4651 0.4523 3.8081
H 3.0973 -1.2499 2.7659
H 2.9184 -2.0099 1.1826
H 1.6383 -2.1770 2.3746
H 4.0978 0.4120 -0.2210
H 3.0754 0.5843 -1.6674
H 3.2265 -0.9865 -0.8899
H 2.7208 3.1229 -0.7993
H 1.0768 3.7154 -0.5412
H 1.3792 2.4714 -1.7484
H 0.9144 3.4462 3.0581
H -0.6955 3.0687 2.4787
H 0.4042 4.0572 1.4932
Se -1.4335 -1.2892 2.0889
Se -2.6038 -3.2318 1.5151
Se -1.2327 -4.0948 -0.2205
Se 0.5876 -2.5959 -0.5945
Se -3.6277 -1.5820 -1.3458
N -4.6524 -0.1537 -1.3914
C -3.9080 0.8734 -0.9572
C -4.2691 2.2327 -0.7520
C -3.3017 3.0727 -0.2853
C -1.9778 2.6145 0.0010
N -1.5954 1.3574 -0.1746
C -2.5666 0.5361 -0.6515
N -2.1983 -0.7235 -0.8043
H -5.2746 2.5766 -0.9616
H -3.5194 4.1195 -0.1170
H -1.2431 3.3132 0.3533
C 1.3076 1.8076 -4.4479
C 0.0064 1.0578 -4.1971
C -1.1286 1.7199 -4.9488
O -0.2785 1.1340 -2.7816
B 0.1505 -0.0495 -2.1598
O 0.5680 -0.9573 -3.1354
C 0.1429 -0.4765 -4.4304
C 1.1746 -0.8785 -5.4614
C -1.1859 -1.1519 -4.7254
H 1.1959 2.8394 -4.1100
H 1.5560 1.8203 -5.5130
H 2.1356 1.3494 -3.9002
H -1.1342 2.7902 -4.7318
H -2.0929 1.3061 -4.6545
H -1.0016 1.5887 -6.0279
H 2.1721 -0.5421 -5.1806
H 0.9208 -0.4618 -6.4407
H 1.1934 -1.9670 -5.5431
H -1.9358 -0.8721 -3.9801
H -1.0452 -2.2330 -4.6752
H -1.5592 -0.8876 -5.7185
*
```

Calculated values
ΔE to the lowest compared entry with this formula, charge and spin = 1.7889 eV
HOMO-LUMO gap (spin up / spin down) = 0.1736 / 0.1799 Ha

Formally, the natural (NBO) partial charges of the atoms, in units of the elementary charge, are as follows: Re 0.2666; C -0.0807; C 0.0669; C -0.1593; C -0.0998; C 0.1006; C -0.6633; C -0.6343; C -0.6141; C -0.6397; C -0.6455; H 0.2249; H 0.2394; H 0.2480; H 0.2125; H 0.2329; H 0.2436; H 0.2130; H 0.2168; H 0.2302; H 0.2248; H 0.2092; H 0.2494; H 0.2276; H 0.2221; H 0.2146; Se -0.2858; Se -0.0646; Se -0.1409; Se 0.0207; Se 1.2082; N -0.6468; C 0.1211; C -0.1524; C -0.2613; C 0.1113; N -0.4218; C 0.2564; N -0.6576; H 0.2352; H 0.2300; H 0.2111; C -0.6360; C 0.2575; C -0.6271; O -0.8731; B 1.0776; O -0.8527; C 0.2416; C -0.6244; C -0.6291; H 0.2161; H 0.2176; H 0.2148; H 0.2165; H 0.2203; H 0.2121; H 0.2199; H 0.2082; H 0.2246; H 0.2061; H 0.2286; H 0.2118

***

[3]
This record from OMol25 describes a structure of composition C21H30BrN3O2 in a non-equilibrium geometry. The level of theory is ωB97M-V with the def2-TZVPD basis set.

Structure (ORCA input):
```
! RIJCOSX wB97M-V def2-TZVPD def2/J DEFGRID3
* xyz 0 1
C 0.6723 0.1198 2.4678
C 0.0847 -0.4682 1.1860
C 0.5929 0.0381 -0.1530
C -0.8441 -1.4510 1.3241
C -2.2990 -1.3419 0.8987
C -3.1801 -2.4749 1.4571
C -3.1706 -3.7482 0.5654
C -4.5952 -4.3451 0.5552
C -2.1280 -4.7069 1.1559
C -1.8979 -5.9669 0.2981
N -1.0154 -6.9430 0.9805
C 0.2735 -6.4518 1.1615
O 0.6239 -5.9749 2.1695
O 1.1182 -6.5611 0.0859
Br 2.5416 -5.4056 0.2898
H 0.0683 -0.1919 3.3121
H 0.7704 1.2016 2.3917
H 1.6674 -0.3325 2.6322
H -0.1712 0.5515 -0.7421
H 1.4504 0.6861 0.0285
H 0.9873 -0.8343 -0.6732
H -0.4845 -2.3555 1.8203
H -2.6744 -0.4162 1.3446
H -2.4571 -1.2292 -0.1844
H -2.7832 -2.7239 2.4474
H -4.1964 -2.1154 1.6224
H -2.8725 -3.5237 -0.4633
H -4.7911 -4.9806 -0.3136
H -4.8147 -4.9195 1.4577
H -5.2883 -3.5059 0.4721
H -1.1741 -4.1680 1.1429
H -2.3299 -4.9492 2.2032
H -2.8772 -6.4391 0.1742
H -1.5258 -5.7044 -0.6919
H -1.3604 -7.0557 1.9270
N 1.2358 3.4489 -0.1533
C 0.2249 4.2761 -0.4394
C 0.0133 5.4851 0.2038
C 0.8958 5.8613 1.2031
C 1.9483 5.0194 1.5171
C 2.0722 3.8322 0.8113
H -0.4421 3.9397 -1.2263
H -0.8217 6.1149 -0.0715
H 0.7641 6.7982 1.7300
H 2.6587 5.2755 2.2913
H 2.8840 3.1435 1.0224
N 4.2587 5.8638 -4.7637
C 3.8305 6.4029 -3.6225
C 3.0278 5.7367 -2.7089
C 2.6446 4.4377 -2.9977
C 3.0774 3.8590 -4.1795
C 3.8805 4.6122 -5.0227
H 4.1530 7.4227 -3.4402
H 2.7111 6.2233 -1.7950
H 2.0174 3.8870 -2.3096
H 2.7998 2.8470 -4.4419
H 4.2463 4.2000 -5.9573
*
```

Calculated values
HOMO-LUMO gap = 0.2393 Ha

Formally, the natural (NBO) partial charges of the atoms, in units of the elementary charge, are as follows: C -0.6565; C 0.0848; C -0.6587; C -0.2691; C -0.4336; C -0.3825; C -0.2191; C -0.6124; C -0.4124; C -0.2179; N -0.6408; C 0.8772; O -0.5881; O -0.5747; Br 0.3491; H 0.2195; H 0.2267; H 0.2092; H 0.2231; H 0.2215; H 0.2185; H 0.1999; H 0.2079; H 0.2031; H 0.2029; H 0.2033; H 0.1988; H 0.2068; H 0.2043; H 0.2092; H 0.2070; H 0.2027; H 0.1992; H 0.2087; H 0.3821; N -0.4338; C 0.0249; C -0.2497; C -0.1706; C -0.2588; C 0.0328; H 0.1973; H 0.2228; H 0.2202; H 0.2242; H 0.1967; N -0.4190; C 0.0318; C -0.2663; C -0.1728; C -0.2621; C 0.0325; H 0.1897; H 0.2182; H 0.2331; H 0.2188; H 0.1906

***

[4]
This record from OMol25 describes a structure of composition C21H30Cl2N2O2Y in a non-equilibrium geometry. The level of theory is ωB97M-V with the def2-TZVPD basis set.

Structure (ORCA input):
```
! RIJCOSX wB97M-V def2-TZVPD def2/J DEFGRID3
* xyz -1 1
Y 0.3451 0.4985 1.3963
Cl 1.5071 1.1465 3.4364
N 0.6666 -1.7833 0.9893
N -0.7139 2.2096 0.1261
C 1.9123 -2.2398 0.8008
C -0.1319 2.9785 -0.7829
C -0.1972 -2.9752 1.1677
C 0.8249 -3.9971 1.6649
C -0.7287 -3.3741 -0.2010
C -1.3299 -2.7104 2.1569
H 0.1046 -3.5674 -0.8960
H -1.3665 -2.5843 -0.6239
H -1.3141 -4.2942 -0.0876
H -0.9378 -2.2555 3.0820
H -1.7933 -3.6824 2.3898
H -2.0984 -2.0459 1.7209
C -2.1688 2.5636 0.1535
C -2.2167 3.8234 -0.7077
C -2.6197 2.8385 1.5722
C -2.9778 1.4606 -0.5018
H -2.6216 1.2781 -1.5240
H -4.0290 1.7643 -0.5603
H -2.9256 0.5241 0.0673
H -1.9666 3.5898 2.0300
H -2.5876 1.9358 2.1905
H -3.6506 3.2152 1.5666
O -0.9125 3.8554 -1.3875
H -2.3053 4.7529 -0.1287
H -2.9858 3.8332 -1.4870
O 2.1082 -3.5081 1.0975
H 0.6858 -5.0077 1.2659
H 0.9298 -3.9719 2.7634
C 3.0300 -1.4290 0.2374
C 1.3035 2.9246 -1.1856
C 1.5636 1.4989 -1.5435
H 1.8845 3.2446 -0.3051
H 1.5031 3.6419 -1.9952
C 1.7255 0.5554 -0.5595
C 2.4246 -0.5965 -0.8543
H -0.8257 0.3803 3.7449
C 2.4220 -1.0667 -2.1882
C 1.9349 -0.2207 -3.1833
C 2.8484 -2.4592 -2.5480
C 1.5357 1.0789 -2.8935
H 1.9118 -0.5626 -4.2190
C 1.0638 1.9945 -3.9791
H 1.1456 1.4590 -4.9290
H 1.6554 2.9161 -4.0578
H 0.0093 2.2530 -3.8173
H 3.8191 -2.7335 -2.1215
H 2.9195 -2.5325 -3.6412
H 2.0946 -3.1870 -2.2118
H 3.8315 -2.0900 -0.1128
H 3.4573 -0.8180 1.0485
Cl -2.1841 1.8513 4.9915
C -1.6873 0.2454 4.4384
H -1.3884 -0.3873 5.2870
H -2.5031 -0.2318 3.8482
*
```

Calculated values
HOMO-LUMO gap (spin up / spin down) = 0.1163 / 0.1071 Ha

Formally, the natural (NBO) partial charges of the atoms, in units of the elementary charge, are as follows: Y 1.5524; Cl -0.6739; N -0.8084; N -0.7991; C 0.4405; C 0.4478; C 0.0631; C -0.0812; C -0.6128; C -0.6227; H 0.2171; H 0.2198; H 0.1873; H 0.2197; H 0.1987; H 0.2127; C 0.0567; C -0.0795; C -0.6007; C -0.6266; H 0.2218; H 0.1861; H 0.2078; H 0.2243; H 0.2032; H 0.2033; O -0.5063; H 0.1708; H 0.1827; O -0.5114; H 0.1858; H 0.1813; C -0.4730; C -0.4927; C 0.0629; H 0.2077; H 0.2204; C -0.5491; C -0.0277; H 0.1950; C -0.0432; C -0.2538; C -0.6243; C -0.0651; H 0.1792; C -0.6284; H 0.1982; H 0.2013; H 0.2121; H 0.2022; H 0.1987; H 0.2044; H 0.2209; H 0.2114; Cl -0.0685; C -0.5837; H 0.2232; H 0.2116